Record 1
C3H17N2O3 | wB97M-V/def2-TZVPD

Computed properties:
* spin multiplicity: 2
* relative energy (zero: lowest compared OMol25 entry of this formula, charge and spin): 0.000 eV
* expectation value of S²: 0.750
* highest occupied orbital energy (spin up / spin down): -2.9 / -9.1 eV

Last columns: bonded neighbours and bond lengths (Å).
Element x y z (Å)
1 N 0.371 -1.094 -0.005  C2 1.524, H6 1.041, H7 1.036, H8 0.994
2 C 0.605 0.298 -0.581  N1 1.524, C3 1.519, C4 1.531, H9 1.069
3 C 1.699 0.237 -1.633  C2 1.519, H10 1.097, H11 1.086, H12 1.099
4 C 0.978 1.291 0.523  C2 1.531, N5 1.438, H13 1.093, H14 1.068
5 N 0.026 1.433 1.591  C4 1.438, H15 1.017, H16 1.013
6 H 0.068 -1.048 0.990  N1 1.041
7 H 1.156 -1.740 -0.198  N1 1.036
8 H -0.414 -1.431 -0.514  N1 0.994
9 H -0.302 0.576 -1.071  C2 1.069
10 H 2.712 0.343 -1.225  C3 1.097
11 H 1.547 0.997 -2.394  C3 1.086
12 H 1.736 -0.667 -2.256  C3 1.099
13 H 1.977 1.039 0.889  C4 1.093
14 H 0.983 2.235 0.022  C4 1.068
15 H -0.230 0.596 2.107  N5 1.017
16 H -0.811 1.922 1.296  N5 1.013
17 H -2.449 -1.316 1.074  O19 0.981
18 H -3.484 -1.065 0.000  O19 0.973
19 O -2.524 -1.011 0.144  H17 0.981, H18 0.973
20 H -3.173 1.484 0.001  O22 0.962
21 H -3.822 2.873 0.267  O22 0.962
22 O -2.992 2.387 0.278  H20 0.962, H21 0.962
23 H 3.427 -2.529 -0.479  O25 0.961
24 H 2.395 -3.711 -0.108  O25 0.964
25 O 2.516 -2.835 -0.490  H23 0.961, H24 0.964

***

Record 2
C3H17N2O3 | wB97M-V/def2-TZVPD

Computed properties:
* spin multiplicity: 1
* relative energy (zero: lowest compared OMol25 entry of this formula, charge and spin): 2.917 eV
* net charge: +1
* highest occupied orbital energy: -13.1 eV

Last columns: bonded neighbours and bond lengths (Å).
Element x y z (Å)
1 C -1.246 0.816 -1.708  C2 1.493, N5 1.542, H6 1.091, H7 1.124
2 C -1.651 -0.495 -1.123  C1 1.493, C3 1.596, H8 1.066, H9 1.036
3 C -0.710 -1.649 -1.697  C2 1.596, N4 1.491, H10 1.148, H11 1.155
4 N 0.736 -1.338 -1.509  C3 1.491, H12 1.017, H14 1.072
5 N -0.080 1.566 -1.032  C1 1.542, H13 1.080, H15 0.976, H16 1.010
6 H -2.057 1.546 -1.687  C1 1.091
7 H -1.200 0.769 -2.830  C1 1.124
8 H -1.590 -0.568 -0.060  C2 1.066
9 H -2.615 -0.635 -1.477  C2 1.036
10 H -1.080 -2.652 -1.277  C3 1.148
11 H -0.794 -1.589 -2.847  C3 1.155
12 H 0.943 -1.213 -0.521  N4 1.017
13 H -0.234 2.594 -0.737  N5 1.080
14 H 1.383 -2.171 -1.704  N4 1.072
15 H 0.614 1.707 -1.703  N5 0.976
16 H 0.370 1.211 -0.200  N5 1.010
17 H 1.147 0.449 1.659  O19 0.871
18 H 0.051 -0.059 2.449  O19 0.986
19 O 0.277 0.427 1.622  H17 0.871, H18 0.986
20 H 0.737 2.484 1.932  O22 1.026
21 H 0.559 4.021 1.645  O22 0.883
22 O 0.314 3.223 1.358  H20 1.026, H21 0.883
23 H 1.451 -3.700 3.195  O25 0.954
24 H 2.339 -2.373 2.786  O25 0.922
25 O 1.538 -2.831 2.812  H23 0.954, H24 0.922

***

Record 3
C3H17N2O3 | wB97M-V/def2-TZVPD

Computed properties:
* spin multiplicity: 1
* relative energy (zero: lowest compared OMol25 entry of this formula, charge and spin): 4.491 eV
* net charge: +1
* highest occupied orbital energy: -12.8 eV

Last columns: bonded neighbours and bond lengths (Å).
Element x y z (Å)
1 C 0.691 -0.486 -0.790  C2 1.590, N5 1.564, H6 1.216, H7 1.139
2 C 1.550 0.610 -0.022  C1 1.590, C3 1.564, H8 1.180, H9 1.176
3 C 2.967 0.623 -0.683  C2 1.564, N4 1.414, H10 1.060, H11 1.258
4 N 3.244 1.681 -1.580  C3 1.414, H12 1.025, H13 0.930
5 N -0.683 -0.491 -0.042  C1 1.564, H14 1.067, H15 1.095, H16 1.067
6 H 0.973 -1.661 -0.652  C1 1.216
7 H 0.795 -0.101 -1.856  C1 1.139
8 H 1.698 0.549 1.148  C2 1.180
9 H 1.151 1.699 -0.212  C2 1.176
10 H 3.651 0.802 0.107  C3 1.060
11 H 3.175 -0.607 -0.843  C3 1.258
12 H 3.560 1.280 -2.470  N4 1.025
13 H 3.963 2.238 -1.385  N4 0.930
14 H -0.736 -0.946 0.921  N5 1.067
15 H -0.888 0.572 0.117  N5 1.095
16 H -1.554 -0.820 -0.562  N5 1.067
17 H -1.060 2.177 1.637  O19 0.923
18 H -2.380 1.907 0.989  O19 0.879
19 O -1.688 1.546 1.392  H17 0.923, H18 0.879
20 H -6.568 -0.465 -0.818  O22 0.902
21 H -5.859 -1.513 -1.296  O22 0.961
22 O -6.167 -0.656 -1.603  H20 0.902, H21 0.961
23 H 0.357 -2.109 3.352  O25 0.949
24 H -0.506 -3.104 2.524  O25 0.910
25 O 0.315 -2.724 2.629  H23 0.949, H24 0.910

***

Record 4
C3H18O5 | wB97M-V/def2-TZVPD

Computed properties:
* spin multiplicity: 2
* relative energy (zero: lowest compared OMol25 entry of this formula, charge and spin): 0.350 eV
* expectation value of S²: 0.751
* net charge: -1
* highest occupied orbital energy (spin up / spin down): 0.9 / -7.6 eV

Last columns: bonded neighbours and bond lengths (Å).
Element x y z (Å)
1 C 3.103 -0.164 -1.583  C2 1.533, H4 1.077, H5 1.119, H6 1.063
2 C 1.770 0.050 -0.857  C1 1.533, C3 1.563, H7 1.095, H8 1.107
3 C 1.282 1.508 -1.136  C2 1.563, H9 1.092, H10 1.086, H11 1.094
4 H 3.818 0.614 -1.376  C1 1.077
5 H 3.222 -0.209 -2.695  C1 1.119
6 H 3.528 -1.059 -1.195  C1 1.063
7 H 1.835 -0.181 0.211  C2 1.095
8 H 1.076 -0.701 -1.278  C2 1.107
9 H 2.063 2.080 -1.641  C3 1.092
10 H 0.407 1.399 -1.771  C3 1.086
11 H 1.083 2.006 -0.182  C3 1.094
12 H -3.059 1.823 -1.475  O14 0.961
13 H -2.441 0.619 -0.914  O14 0.971
14 O -2.696 1.516 -0.640  H12 0.961, H13 0.971
15 H 0.090 -3.585 1.529  O17 0.953
16 H 0.032 -1.970 1.835  O17 0.979
17 O -0.433 -2.789 1.568  H15 0.953, H16 0.979
18 H 1.032 -0.109 3.089  O20 0.989
19 H 1.043 0.385 1.722  O20 1.007
20 O 1.009 -0.510 2.184  H18 0.989, H19 1.007
21 H -2.849 -1.677 -1.674  O23 0.949
22 H -1.239 -1.661 -1.605  O23 0.962
23 O -2.047 -1.203 -1.854  H21 0.949, H22 0.962
24 H -1.714 1.657 1.133  O26 0.955
25 H -1.856 1.596 2.594  O26 0.985
26 O -1.185 1.825 1.910  H24 0.955, H25 0.985